Record 1
DFT (wB97M-V/def2-TZVPD) results for C4H6F6GaPt as an isolated structure.

Each line ends with the Löwdin charge.
Cartesian coordinates (Å):
F: -2.9374 -0.3464 0.4390  -0.02
C: -2.1282 -0.6493 -0.8008  -0.24
F: -3.1395 -1.2430 -1.7557  -0.01
F: -1.6455 0.5895 -1.4871  0.00
C: -0.9925 -1.8006 -0.5852  -0.13
C: 0.3197 -1.3889 0.2799  -0.21
Ga: 0.3012 0.4385 1.2114  0.61
C: 1.2722 1.9670 0.1821  -0.25
F: 2.7752 1.8425 0.2230  -0.16
F: 0.9809 3.2570 0.9126  -0.04
F: 0.8504 2.1202 -1.2290  0.00
H: -1.5140 -2.7589 -0.1060  0.16
H: -0.6460 -2.1551 -1.6700  0.16
H: 0.4510 -2.2165 1.1300  0.10
H: 1.2923 -1.5088 -0.4011  0.12
H: -1.1289 1.0036 1.6357  0.05
H: 1.1362 0.2614 2.6005  0.05
Pt: 4.7530 2.5878 -0.5795  0.82

Summary:
Kohn-Sham gap	0.1047	Ha
2S+1	1
lowest unoccupied orbital energy	-10.32	eV
total charge	+1
DFT total energy	-76151.9502	eV

Record 2
DFT (wB97M-V/def2-TZVPD) results for C39H55GeN5PRuS as an isolated structure.

Each line ends with the Löwdin charge.
Cartesian coordinates (Å):
Ru: 0.6788 -0.0528 -0.9095  0.85
C: 3.7114 -4.0034 -4.2875  -0.08
C: 3.4645 -4.3053 -2.8202  -0.24
N: 2.1567 -3.8587 -2.3601  -0.01
C: 1.8580 -2.5832 -2.0758  -0.75
S: 0.2682 -2.2937 -1.3885  0.68
N: 2.7621 -1.6689 -2.3558  0.02
N: 2.3452 -0.4122 -2.0198  -0.13
C: 3.0826 0.6049 -2.3484  -0.23
C: 4.3387 0.4602 -3.1394  0.00
C: 2.6064 1.9189 -1.8578  -0.19
C: 3.2884 3.0993 -2.1153  0.01
C: 2.7801 4.2946 -1.6252  -0.03
C: 1.6053 4.2737 -0.8966  -0.02
C: 0.9838 3.0559 -0.6624  -0.11
N: 1.4639 1.9024 -1.1154  -0.03
H: 4.6836 -4.3952 -4.5805  0.08
H: 3.6997 -2.9320 -4.4719  0.05
H: 2.9523 -4.4726 -4.9102  0.08
H: 4.2348 -3.8487 -2.1933  0.11
H: 3.4917 -5.3820 -2.6541  0.12
H: 1.5241 -4.5438 -1.9796  0.12
H: 4.2655 -0.4187 -3.7761  0.07
H: 5.1922 0.3104 -2.4741  0.11
H: 4.5290 1.3390 -3.7481  0.08
H: 4.2001 3.0875 -2.6899  0.11
H: 3.2967 5.2240 -1.8174  0.12
H: 1.1680 5.1781 -0.5026  0.12
H: 0.0709 2.9955 -0.0909  0.09
C: 3.5877 -0.0767 2.4551  -0.08
C: 2.3221 0.5971 3.0058  -0.59
C: 2.4423 0.6788 4.5323  -0.07
C: 2.3037 2.0180 2.4291  -0.08
P: 0.8088 -0.3603 2.4252  0.95
N: 0.5131 -0.0020 0.9017  -0.35
C: -0.7178 0.1633 3.3858  -0.58
C: -1.9800 -0.3005 2.6344  -0.09
C: -0.7464 1.6994 3.4609  -0.09
C: -0.7768 -0.3729 4.8200  -0.07
C: 1.1368 -2.2024 2.6373  -0.59
C: -0.1805 -2.9301 2.3242  -0.09
C: 2.1771 -2.6727 1.6000  -0.10
C: 1.6245 -2.6362 4.0231  -0.07
H: 4.4301 0.5855 2.6573  0.09
H: 3.5374 -0.2332 1.3759  0.08
H: 3.8021 -1.0256 2.9383  0.06
H: 3.4013 1.1420 4.7702  0.10
H: 2.4276 -0.2962 5.0128  0.07
H: 1.6676 1.2960 4.9832  0.07
H: 3.2771 2.4708 2.6205  0.09
H: 1.5540 2.6562 2.8864  0.07
H: 2.1410 1.9984 1.3539  0.04
H: -1.8785 -0.2022 1.5566  0.03
H: -2.8179 0.3224 2.9486  0.10
H: -2.2348 -1.3310 2.8626  0.07
H: -0.5639 2.1660 2.4942  0.05
H: -0.0244 2.0920 4.1742  0.07
H: -1.7368 2.0023 3.8012  0.09
H: -0.9102 -1.4517 4.8554  0.07
H: -1.6492 0.0727 5.3019  0.10
H: 0.0959 -0.1063 5.4148  0.07
H: -0.6162 -2.6004 1.3806  0.05
H: -0.9129 -2.8160 3.1179  0.06
H: 0.0331 -3.9958 2.2354  0.09
H: 2.1243 -2.1142 0.6663  0.02
H: 1.9719 -3.7166 1.3608  0.09
H: 3.1907 -2.6221 1.9857  0.07
H: 0.9549 -2.3485 4.8307  0.07
H: 2.6199 -2.2587 4.2462  0.07
H: 1.6899 -3.7257 4.0283  0.10
C: -0.9018 0.9391 -3.4955  -0.23
Ge: -1.5982 0.4182 -1.7203  0.87
C: -2.7196 -1.1688 -1.8462  -0.38
C: -3.5011 -1.5567 -0.7613  -0.11
C: -4.2994 -2.6893 -0.8313  -0.08
C: -4.3328 -3.4399 -1.9965  -0.08
C: -3.5678 -3.0575 -3.0891  -0.08
C: -2.7619 -1.9331 -3.0110  -0.14
C: -2.6571 1.8394 -0.8922  -0.24
C: -2.3123 2.3363 0.3351  -0.16
C: -3.0426 3.3678 0.9624  -0.07
C: -4.1332 3.8912 0.3367  -0.02
C: -4.5519 3.3951 -0.9223  -0.16
C: -5.6988 3.9248 -1.5625  -0.03
C: -6.1100 3.4432 -2.7696  -0.07
C: -5.3929 2.3998 -3.3890  -0.06
C: -4.2829 1.8722 -2.7947  -0.04
C: -3.8200 2.3559 -1.5457  -0.17
H: -1.7127 0.9146 -4.2226  0.02
H: -0.1190 0.2658 -3.8502  0.01
H: -0.5084 1.9538 -3.4509  0.02
H: -3.5065 -0.9629 0.1452  0.09
H: -4.9037 -2.9791 0.0175  0.10
H: -4.9599 -4.3185 -2.0569  0.11
H: -3.5967 -3.6393 -4.0005  0.11
H: -2.1550 -1.6592 -3.8658  0.10
H: -1.4755 1.8937 0.8603  0.03
H: -2.7367 3.7333 1.9345  0.10
H: -4.7072 4.6848 0.7970  0.12
H: -6.2453 4.7188 -1.0717  0.11
H: -6.9870 3.8518 -3.2507  0.11
H: -5.7296 2.0112 -4.3396  0.11
H: -3.7636 1.0572 -3.2807  0.08

Summary:
Kohn-Sham gap (spin up / spin down)	0.2268 / 0.2236	Ha
2S+1	1
lowest unoccupied orbital energy (spin up / spin down)	-3.62 / -3.69	eV
total charge	+1
DFT total energy	-128004.0965	eV

Record 3
DFT (wB97M-V/def2-TZVPD) results for a 2-piece molecular cluster, C10H28N2O2P overall.

Each line ends with the Löwdin charge.
Cartesian coordinates (Å):
C: 6.6008 -0.8452 1.1249  -0.05
C: 5.9379 -1.0233 -0.2444  -0.49
O: 6.8692 -0.8568 -1.3033  -0.03
C: 4.8867 0.0295 -0.5632  -0.28
P: 3.6540 0.2554 0.7328  1.10
C: 2.4259 -1.0812 0.7592  -0.34
C: 0.9961 -0.5490 0.6068  -0.25
C: 0.0158 -1.7125 0.2899  -0.28
N: -0.9360 -1.4644 -0.7650  0.02
H: 6.1608 -1.4864 1.8839  0.08
H: 7.6394 -1.1425 1.0347  0.09
H: 6.6125 0.1886 1.4597  0.08
H: 5.5223 -2.0299 -0.3093  0.14
H: 7.5576 -1.5377 -1.2360  0.12
H: 5.3816 0.9731 -0.7747  0.12
H: 4.3310 -0.2822 -1.4448  0.11
H: 2.9649 1.4316 0.4311  0.05
H: 4.2170 0.4629 1.9938  0.04
H: 2.5391 -1.6528 1.6747  0.10
H: 2.6494 -1.7343 -0.0821  0.10
H: 0.6931 -0.0923 1.5462  0.11
H: 0.9489 0.2179 -0.1608  0.10
H: 0.6058 -2.5833 0.0036  0.11
H: -0.5296 -1.9843 1.1871  0.12
H: -1.6749 -0.8198 -0.5083  0.05
H: -0.5019 -1.1858 -1.6335  0.07
C: -6.4469 1.8948 0.1381  -0.07
C: -5.9598 0.9094 -0.9192  -0.43
C: -4.7719 0.0501 -0.4638  -0.20
O: -3.5191 0.7228 -0.4641  -0.22
C: -3.2582 1.5057 0.6875  -0.11
N: -5.6834 1.6386 -2.1594  0.04
H: -5.7795 2.7511 0.2366  0.06
H: -7.4258 2.2836 -0.1377  0.08
H: -6.5378 1.4154 1.1149  0.08
H: -6.7810 0.2164 -1.1214  0.14
H: -4.6558 -0.7736 -1.1724  0.12
H: -4.9587 -0.3963 0.5211  0.12
H: -3.6774 1.0483 1.5878  0.09
H: -3.6456 2.5202 0.5790  0.08
H: -2.1743 1.5735 0.8016  0.08
H: -5.4683 0.9785 -2.9016  0.07
H: -4.8238 2.1656 -2.0302  0.07

Summary:
Kohn-Sham gap	0.3007	Ha
2S+1	1
lowest unoccupied orbital energy	-2.79	eV
total charge	+1
DFT total energy	-27180.4630	eV

Record 4
DFT (wB97M-V/def2-TZVPD) results for one molecule with the formula C6H9FS.

Each line ends with the Löwdin charge.
Cartesian coordinates (Å):
C: 0.1677 -0.2123 2.5211  -0.03
C: -0.5224 -0.2663 1.1646  -0.50
F: -1.8618 -0.5274 1.3739  0.00
C: 0.0884 -1.3274 0.1292  -0.07
C: 0.8959 -0.3808 -0.7547  -0.57
S: 0.9625 0.4429 -2.3350  0.90
C: -0.1383 0.7450 -0.9603  -0.53
C: -0.4046 1.1799 0.5208  -0.08
H: 1.2131 0.1550 2.3869  0.10
H: -0.4114 0.4237 3.2109  0.10
H: 0.1723 -1.2162 2.9658  0.09
H: -0.6839 -1.8070 -0.4363  0.11
H: 0.7858 -2.0035 0.6789  0.12
H: 1.7273 0.0185 -0.1838  0.09
H: -1.0837 0.3244 -1.1989  0.08
H: -1.3132 1.7377 0.7750  0.12
H: 0.4303 1.5993 1.0728  0.10

Summary:
Kohn-Sham gap	0.3633	Ha
2S+1	1
lowest unoccupied orbital energy	0.87	eV
relative energy (zero: lowest compared OMol25 entry of this formula, charge and spin)	2.6082	eV
SMILES string	CC1(F)C[C@H]2S[C@@H]2C1
total charge	0
DFT total energy	-19917.9436	eV